[1]
Computed, not measured: C17H23NPSbSe4V as an isolated structure at a distorted geometry, with ωB97M-V/def2-TZVPD.

Properties
* F_max: 0.061 hartree/bohr
* Kohn-Sham gap (spin up / spin down): 6.641 / 6.653 eV
* E_HOMO (spin up / spin down): -11.35 / -11.35 eV
* total energy: -322384.4675 eV
* energy relative to the best compared isomer or geometry (same formula, charge and spin): 0.00 kJ/mol
* total charge: +1

Geometry as XYZ:
```
48
Properties=species:S:1:pos:R:3:forces:R:3:lowdin_charge:R:1
V -15.159 6.266 -1.812 0.0156 -0.5798 -1.5177 -0.150
C -16.011 6.522 -4.789 -1.3264 -2.7088 -0.7649 -0.057
N -16.571 5.851 -3.584 -0.9918 -0.9044 -0.1684 -0.322
C -17.022 4.425 -3.979 1.4510 2.0234 0.0375 -0.028
C -17.827 6.566 -3.167 -0.2570 -1.8474 1.6029 -0.189
C -17.487 7.850 -2.550 0.8796 -0.0600 -0.8433 -0.270
C -18.309 8.926 -2.712 -0.1514 1.6545 0.3898 -0.014
C -17.929 10.203 -2.263 1.8474 -1.3833 0.1258 -0.001
C -16.610 10.288 -1.760 -0.9251 1.4507 -0.0150 -0.071
C -15.766 9.218 -1.643 0.0791 -0.2853 0.5148 -0.140
C -16.214 7.943 -2.001 0.7092 0.3380 0.4881 -0.242
H -16.801 6.536 -5.569 0.3738 0.4752 0.3240 0.119
H -15.209 5.910 -5.209 -0.1221 0.2756 0.2447 0.051
H -15.667 7.452 -4.506 0.6337 2.1520 0.1848 0.058
H -17.555 4.546 -4.918 -0.3773 -0.3030 0.0005 0.097
H -17.630 4.045 -3.173 -0.0573 -0.3729 0.0204 0.065
H -16.110 3.857 -4.176 -0.4227 -0.2311 0.2693 0.064
H -18.305 5.965 -2.349 0.5441 0.0242 -0.5307 0.117
H -18.600 6.565 -3.919 0.0348 0.3753 -0.7816 0.133
H -19.201 8.727 -3.250 -0.9752 0.2773 -0.2715 0.111
H -18.476 11.120 -2.342 -0.5940 0.0061 -0.1653 0.107
H -16.228 11.256 -1.435 -0.2029 -0.1376 -0.1165 0.115
H -14.782 9.381 -1.205 -0.2925 -0.0630 -0.2256 0.052
Se -17.271 7.412 2.488 -0.1961 0.2743 -0.0744 0.077
Sb -15.706 5.889 1.777 0.0155 -0.4786 -0.5546 0.039
Se -13.556 7.095 -0.732 0.5588 0.1141 0.6516 0.491
Se -16.303 4.771 -0.535 -0.2050 0.0656 0.5742 0.288
Se -14.006 4.638 2.695 0.3312 -0.0905 0.1559 0.045
C -12.356 4.030 -2.290 0.3493 0.1325 -0.5143 -0.225
P -13.171 5.370 -3.300 -0.4743 0.0441 1.0468 0.864
C -13.392 4.453 -4.850 -0.9673 -0.6363 0.5465 -0.229
C -11.927 6.596 -3.762 -0.4320 0.1472 0.1585 -0.422
C -12.244 7.921 -4.066 -0.7730 1.1991 0.4042 -0.097
C -11.274 8.821 -4.511 -0.2299 -1.5335 0.2035 -0.050
C -9.983 8.354 -4.692 0.0501 0.3614 0.7060 -0.068
C -9.644 7.070 -4.344 -0.1875 -1.0868 0.1033 -0.054
C -10.629 6.174 -3.892 1.5110 -0.7650 -0.6880 -0.085
H -12.048 4.302 -1.297 -0.2487 0.6004 0.4715 0.039
H -11.438 3.639 -2.737 -0.1685 0.1838 -0.4109 0.046
H -13.014 3.176 -2.196 -0.4699 -0.0653 -0.0675 0.055
H -12.548 3.794 -4.781 0.4062 -0.5085 -0.7792 0.045
H -13.485 4.979 -5.781 0.5846 0.5985 -0.2255 0.059
H -14.314 3.866 -4.807 0.3316 -0.2544 0.2186 0.032
H -13.247 8.348 -3.854 0.5524 -0.5991 -0.2277 0.105
H -11.497 9.844 -4.684 -0.3282 0.6607 -0.1609 0.104
H -9.211 9.046 -4.944 0.4062 0.3117 -0.4303 0.108
H -8.619 6.724 -4.431 -0.1108 0.0705 -0.0164 0.115
H -10.350 5.105 -3.749 -0.1785 1.0788 0.1070 0.113
```
Forces are in eV/Å.

[2]
Computed, not measured: C17H24AgN3Sb as an isolated structure, with ωB97M-V/def2-TZVPD.

Properties
* F_max: 0.013 hartree/bohr
* Kohn-Sham gap: 7.804 eV
* E_HOMO: -11.78 eV
* total energy: -33018.6446 eV
* total charge: +1

Geometry as XYZ:
```
46
Properties=species:S:1:pos:R:3:forces:R:3:lowdin_charge:R:1
Ag -1.265 1.100 0.899 0.4556 -0.1669 0.4518 0.502
C -0.024 0.774 -4.629 -0.0137 -0.0120 0.0037 -0.058
C -1.091 -0.119 -4.580 0.0307 0.0159 -0.0270 -0.057
C -1.864 -0.223 -3.439 -0.0856 -0.0686 0.0534 -0.014
C -1.560 0.576 -2.341 -0.0143 0.0672 0.0258 -0.261
C -0.503 1.476 -2.388 0.0285 0.0497 0.0095 -0.051
C 0.270 1.574 -3.534 0.0014 -0.0054 -0.0176 -0.067
N -2.284 0.535 -1.112 0.3545 0.1010 -0.0519 -0.017
N -3.191 -0.292 -1.036 -0.4067 -0.1782 -0.0314 0.094
C -3.887 -0.344 0.213 -0.0820 -0.0352 0.0858 -0.310
C -5.106 -0.992 0.181 -0.1079 -0.0835 -0.1022 0.008
C -5.839 -1.083 1.354 -0.0394 -0.0249 -0.0192 -0.030
C -5.314 -0.539 2.511 -0.0034 0.0069 0.0214 -0.034
C -4.074 0.077 2.451 0.0570 0.0801 0.0859 -0.115
N -3.370 0.176 1.327 0.1600 0.0964 -0.3225 0.025
H 0.574 0.850 -5.527 -0.0136 -0.0070 0.0091 0.113
H -1.320 -0.734 -5.439 0.0052 0.0035 0.0067 0.113
H -2.696 -0.911 -3.385 0.0166 0.0014 -0.0213 0.110
H -0.304 2.105 -1.528 0.0130 0.0094 0.0063 0.082
H 1.091 2.278 -3.579 -0.0130 -0.0055 0.0098 0.111
H -5.456 -1.404 -0.755 0.0002 0.0060 0.0318 0.122
H -6.802 -1.576 1.361 0.0059 0.0005 -0.0031 0.121
H -5.843 -0.594 3.452 0.0081 0.0094 -0.0086 0.117
H -3.627 0.508 3.338 0.0091 -0.0238 -0.0101 0.116
C 3.418 -0.983 3.128 -0.0374 0.0464 0.0796 -0.175
C 2.313 0.068 3.216 -0.0709 -0.0187 -0.0591 -0.426
Sb 1.325 0.460 1.355 -0.3034 0.0944 -0.2325 1.365
C 1.495 -1.428 0.343 0.1480 0.0461 -0.0085 -0.432
C 2.768 -1.624 -0.479 -0.0657 -0.0255 0.0488 -0.173
C 2.713 1.715 0.310 0.0625 -0.0580 0.0791 -0.435
C 4.186 1.537 0.676 -0.0665 0.0510 -0.0538 -0.173
H 3.852 -1.144 4.116 0.0045 -0.0091 -0.0133 0.079
H 4.223 -0.677 2.462 0.0016 0.0119 -0.0127 0.053
H 3.039 -1.945 2.781 -0.0114 0.0051 -0.0071 0.062
H 2.694 1.026 3.572 0.0020 -0.0007 0.0017 0.051
H 1.529 -0.241 3.907 0.0234 0.0034 0.0385 0.043
H 0.607 -1.506 -0.284 0.0025 -0.0046 -0.0281 0.028
H 1.404 -2.192 1.118 -0.0189 -0.0105 -0.0243 0.047
H 2.887 -0.846 -1.235 -0.0094 -0.0057 0.0142 0.062
H 2.739 -2.582 -1.001 -0.0001 0.0149 0.0057 0.076
H 3.659 -1.620 0.149 -0.0123 -0.0005 -0.0026 0.056
H 2.382 2.735 0.509 0.0164 0.0226 -0.0158 0.042
H 2.540 1.526 -0.752 -0.0034 0.0154 -0.0053 0.036
H 4.360 1.685 1.742 -0.0123 -0.0020 -0.0029 0.064
H 4.796 2.270 0.144 -0.0096 -0.0117 0.0064 0.077
H 4.554 0.548 0.405 -0.0058 -0.0007 0.0061 0.054
```
Forces are in eV/Å.

[3]
Computed, not measured: C17H24BrN5Rh as an isolated structure at a distorted geometry, with ωB97M-V/def2-TZVPD.

Properties
* F_max: 0.036 hartree/bohr
* Kohn-Sham gap: 6.686 eV
* E_HOMO: -18.56 eV
* total energy: -98493.0252 eV
* total charge: +3

Geometry as XYZ:
```
48
Properties=species:S:1:pos:R:3:forces:R:3:lowdin_charge:R:1
Rh -0.204 -0.040 0.176 0.7569 1.6576 -0.4448 1.021
C 2.573 0.615 1.275 0.1402 0.2368 0.3354 -0.133
C 1.636 1.659 1.834 0.2931 0.0762 -0.2042 -0.158
N 0.331 1.040 2.122 -0.4581 -1.7558 -0.1046 -0.102
C -0.729 1.980 2.490 -0.3746 0.3107 0.0789 -0.105
C -1.252 2.653 1.256 -0.0367 0.1827 0.0321 -0.236
C -1.996 3.819 1.266 0.0237 -0.1297 -0.0290 0.047
C -2.454 4.327 0.058 -0.0689 0.0576 -0.0108 0.038
C -2.118 3.702 -1.135 0.0625 -0.1481 0.1096 0.048
C -1.367 2.541 -1.083 -0.0631 0.1144 -0.1748 -0.230
C -0.948 1.759 -2.294 -0.4151 0.3866 0.0047 -0.099
N 0.126 0.840 -1.917 -0.3767 -1.7119 0.2859 -0.098
C 1.451 1.472 -1.813 0.3137 0.1020 0.1610 -0.161
C 2.438 0.475 -1.256 0.1668 0.1305 -0.3630 -0.136
N 2.025 -0.062 0.068 -1.7421 0.4041 0.0062 -0.076
N -0.979 2.037 0.096 0.9129 -1.5631 0.2368 0.047
H 2.745 -0.145 2.039 0.0399 -0.0869 -0.0866 0.144
H 3.537 1.075 1.048 0.0217 -0.1001 -0.0427 0.149
H 1.491 2.483 1.136 -0.0721 0.0035 0.0130 0.127
H 2.080 2.072 2.745 -0.1084 0.0390 0.0190 0.157
H 0.435 0.343 2.856 0.0604 0.1698 0.1843 0.150
H -0.368 2.725 3.205 0.0278 -0.0554 0.0176 0.157
H -1.542 1.434 2.973 0.0649 -0.0540 0.0398 0.148
H -2.228 4.311 2.201 0.0307 0.0011 0.0128 0.147
H -3.073 5.215 0.046 0.0555 0.0401 -0.0055 0.145
H -2.444 4.100 -2.087 0.0282 0.0044 -0.0141 0.147
H -0.624 2.442 -3.085 0.0344 -0.0828 -0.0284 0.156
H -1.801 1.199 -2.683 0.0600 -0.0906 0.0105 0.153
H 0.170 0.074 -2.587 0.0200 0.1516 -0.1948 0.149
H 1.380 2.356 -1.178 -0.1018 0.0038 -0.0131 0.127
H 1.799 1.802 -2.796 -0.0775 0.0117 -0.0044 0.157
H 3.426 0.934 -1.191 0.0249 -0.0892 0.0520 0.149
H 2.511 -0.365 -1.949 0.0645 -0.0659 0.0754 0.142
H 2.341 -1.028 0.107 -0.2063 -0.0767 0.0210 0.124
C 0.788 -5.845 -0.544 0.4001 -0.2490 0.1091 -0.010
C -0.124 -4.703 -0.263 -0.2846 0.3977 0.0746 -0.203
C -1.498 -4.873 -0.081 0.2282 0.0645 -0.0259 0.057
C -2.314 -3.782 0.185 -0.2177 0.1625 -0.0032 -0.031
C -1.716 -2.549 0.238 0.2391 -0.3567 -0.0972 -0.680
Br -2.689 -0.938 0.522 0.4552 0.5522 -0.0914 0.966
N -0.413 -2.340 0.071 -0.0118 1.6225 0.2382 -0.071
C 0.366 -3.396 -0.166 0.3101 -0.3752 0.0087 -0.052
H 0.231 -6.756 -0.753 -0.0134 0.0353 -0.1043 0.101
H 1.430 -6.060 0.314 -0.0942 0.0699 0.0480 0.111
H 1.459 -5.632 -1.376 -0.1101 -0.0219 -0.0793 0.102
H -1.936 -5.860 -0.154 0.0011 -0.0125 0.0263 0.149
H -3.381 -3.891 0.327 0.0063 -0.0077 0.0020 0.137
H 1.430 -3.217 -0.265 -0.0096 0.0446 -0.0807 0.128
```
Forces are in eV/Å.

[4]
Computed, not measured: C17H24CuF5N3NbOS as an isolated structure at a distorted geometry, with ωB97M-V/def2-TZVPD.

Properties
* F_max: 0.095 hartree/bohr
* Kohn-Sham gap (spin up / spin down): 6.785 / 6.786 eV
* E_HOMO (spin up / spin down): -15.99 / -15.99 eV
* total energy: -95131.6217 eV
* energy relative to the best compared isomer or geometry (same formula, charge and spin): 0.00 kJ/mol
* total charge: +2

Geometry as XYZ:
```
53
Properties=species:S:1:pos:R:3:forces:R:3:lowdin_charge:R:1
N -1.430 -1.095 0.539 1.4674 0.8346 0.4984 -0.054
C -2.420 -1.811 0.553 -1.6906 -1.3330 0.1653 -0.375
O -3.379 -2.495 0.574 2.2535 1.6602 -0.1053 0.231
Cu 0.349 2.194 1.692 -0.7647 0.4596 0.7018 0.514
Nb 0.453 -0.355 0.711 -1.3722 -2.6951 -3.8095 1.603
N 0.757 1.598 -0.054 0.2364 -1.0639 0.2826 -0.364
N 1.112 -1.542 -0.748 -0.0820 1.4841 2.7824 -0.213
C -0.113 2.287 -1.054 -0.2524 0.2950 -0.6609 -0.652
C 0.610 -2.510 -1.732 -0.5073 -0.4584 -0.6094 -0.646
C 0.099 3.808 -0.943 -0.0167 -0.2954 -0.0740 -0.012
C 0.268 1.834 -2.465 -0.0495 -0.0863 -0.1428 -0.017
C -1.578 1.962 -0.762 0.0220 -0.0233 -0.0700 -0.040
C 0.185 -3.769 -0.973 0.0043 -0.0848 0.1823 -0.011
C 1.707 -2.859 -2.739 0.1255 0.0400 -0.0709 -0.027
C -0.588 -1.935 -2.476 -0.1581 0.0074 -0.2524 -0.031
H -0.108 4.156 0.078 -0.0202 0.0989 -0.0405 0.088
H -0.598 4.312 -1.623 0.2075 -0.0279 0.1886 0.116
H 1.121 4.089 -1.219 -0.2582 0.0987 0.0826 0.095
H 1.261 2.204 -2.746 -0.2870 -0.0968 -0.0994 0.091
H -0.463 2.243 -3.178 0.2876 -0.1308 0.1380 0.115
H 0.268 0.739 -2.554 -0.0320 0.3825 0.0559 0.058
H -1.779 0.880 -0.766 0.0171 0.4140 -0.1723 0.054
H -2.201 2.443 -1.531 0.1121 -0.2366 0.3447 0.116
H -1.878 2.367 0.217 -0.0509 -0.0381 -0.1175 0.082
H 1.041 -4.190 -0.433 -0.2475 -0.1302 -0.1137 0.091
H -0.201 -4.510 -1.686 0.1785 0.1512 0.2623 0.116
H -0.603 -3.534 -0.246 0.1501 -0.1511 -0.1782 0.068
H 2.522 -3.422 -2.270 -0.1392 0.0806 -0.2190 0.092
H 2.109 -1.950 -3.198 -0.0067 -0.1487 -0.0449 0.100
H 1.274 -3.484 -3.530 0.1593 0.1596 0.2211 0.111
H -0.932 -2.691 -3.198 0.0409 0.3268 0.2255 0.112
H -0.306 -1.034 -3.033 -0.1463 -0.2674 0.0417 0.072
H -1.418 -1.706 -1.800 0.2008 -0.0222 -0.2924 0.057
C 2.210 1.876 -0.212 0.3444 0.1462 0.1605 -0.083
H 2.795 0.941 -0.233 -0.0512 0.3163 -0.0812 0.076
H 2.368 2.427 -1.146 0.2241 -0.3507 0.2991 0.092
H 2.585 2.494 0.623 0.0829 -0.2229 -0.4154 0.103
C 2.500 -1.770 -0.287 0.0925 0.0039 -0.5732 -0.139
H 2.673 -1.306 0.705 0.1960 0.0771 -0.0619 0.020
H 2.701 -2.848 -0.169 -0.1367 0.4664 0.2276 0.111
H 3.226 -1.345 -1.001 -0.2201 -0.1066 0.3440 0.110
F -3.779 1.875 4.113 1.7086 -0.7933 -0.2658 0.175
C -2.588 1.284 3.876 -1.9520 0.0249 0.0356 -0.066
C -1.442 2.054 3.773 1.1359 1.5580 0.3669 -0.093
F -1.512 3.377 4.053 0.1540 -1.8772 -0.3071 0.159
C -0.166 1.455 3.495 -0.3280 -1.0336 1.9420 -0.304
F 0.928 1.944 4.227 -1.1267 -0.3204 -1.4639 0.070
C -0.164 -0.010 3.238 -0.3914 0.7499 1.0340 -0.569
S 1.336 -0.860 2.833 0.0393 0.3989 0.0846 0.782
C -1.335 -0.746 3.499 1.3169 -1.2805 -0.7175 -0.221
F -1.308 -2.098 3.374 -0.1957 1.9339 0.1022 0.112
C -2.530 -0.118 3.799 -1.9839 -0.0682 0.7046 -0.062
F -3.640 -0.849 4.030 1.7096 1.1747 -0.5156 0.184
```
Forces are in eV/Å.